{"formula": "C21H44AsO6PbSi3", "method": "ωB97M-V with the def2-TZVPD basis set", "species": ["Pb", "O", "C", "O", "C", "C", "C", "C", "C", "O", "C", "C", "O", "O", "H", "H", "H", "H", "H", "H", "H", "H", "C", "O", "Si", "C", "C", "C", "Si", "C", "C", "C", "Si", "C", "C", "C", "H", "H", "H", "H", "H", "H", "H", "H", "H", "H", "H", "H", "H", "H", "H", "H", "H", "H", "H", "H", "H", "H", "H", "H", "H", "H", "H", "C", "As", "C", "C", "H", "H", "H", "H", "H", "H", "H", "H", "H"], "positions_angstrom": [[0.4544, -0.1498, 0.8952], [-0.8490, -3.9644, 2.6708], [-0.2575, -3.2011, 1.9494], [-0.5124, -1.9544, 1.8331], [0.8606, -3.7994, 1.0180], [0.6427, -3.3797, -0.4490], [1.4169, -4.3514, -1.3559], [2.8671, -3.8983, -1.1020], [2.6437, -2.7252, -0.1291], [1.4025, -2.1773, -0.5789], [2.2891, -3.2940, 1.2525], [2.3723, -2.1900, 2.3722], [2.4816, -2.5790, 3.5100], [2.3387, -0.9871, 1.9664], [0.7897, -4.8781, 1.1584], [-0.3948, -3.2043, -0.7271], [1.2376, -5.3905, -1.0938], [1.1247, -4.1928, -2.3937], [3.4932, -4.6730, -0.6640], [3.3448, -3.5397, -2.0137], [3.4227, -1.9636, -0.1137], [2.9502, -4.0939, 1.5817], [-3.1015, -0.1890, 1.2612], [-2.0978, 0.5294, 0.5666], [-2.3214, 1.5048, -0.7616], [-2.6755, 3.2955, -0.2237], [-3.8362, 0.9222, -1.7579], [-0.5891, 1.3098, -1.5863], [0.7838, 2.6061, -1.2718], [0.4600, 4.0758, -2.4522], [2.5254, 1.9231, -1.6354], [0.8118, 3.2003, 0.5522], [-0.5392, 0.1825, -3.1365], [1.1776, -0.5013, -3.5955], [-1.7055, -1.3183, -2.9404], [-1.1338, 1.3391, -4.5581], [-3.7703, 0.4939, 1.7859], [-2.6064, -0.8529, 1.9674], [-3.6886, -0.7904, 0.5682], [-3.6605, 3.3690, 0.2304], [-2.6710, 3.9639, -1.0773], [-1.9623, 3.6818, 0.4950], [-4.7307, 1.4006, -1.3668], [-3.9979, -0.1488, -1.6917], [-3.7773, 1.1753, -2.8099], [0.7567, 3.8395, -3.4688], [1.0467, 4.9331, -2.1352], [-0.5832, 4.3681, -2.4656], [2.7385, 1.9200, -2.6989], [2.6472, 0.9087, -1.2667], [3.2850, 2.5381, -1.1598], [-0.0577, 2.8561, 1.1072], [0.8424, 4.2848, 0.6263], [1.6981, 2.8255, 1.0640], [1.6379, -1.0086, -2.7542], [1.8587, 0.2676, -3.9419], [1.0820, -1.2262, -4.4005], [-1.8673, -1.5585, -1.8943], [-1.2730, -2.1938, -3.4160], [-2.6738, -1.1545, -3.4041], [-0.3699, 2.0578, -4.8337], [-2.0304, 1.8901, -4.2968], [-1.3551, 0.7411, -5.4364], [0.9223, 2.5153, 4.0825], [0.1936, 0.7392, 3.5942], [-1.6156, 0.8350, 4.3623], [1.0617, -0.3498, 4.9471], [0.9174, 2.6427, 5.1656], [0.3436, 3.3187, 3.6293], [1.9517, 2.5860, 3.7318], [-1.5779, 1.2788, 5.3574], [-2.0010, -0.1814, 4.4375], [-2.2759, 1.4230, 3.7273], [0.7754, 0.0019, 5.9408], [2.1419, -0.2941, 4.8241], [0.7680, -1.3897, 4.8271]], "atomic_forces_ev_per_a": [[0.4, -1.5, 0.3], [-0.4, 0.2, 0.4], [1.5, -2.5, -0.8], [-0.4, 2.9, -0.4], [-1.1, 0.3, 0.4], [-0.4, -1.1, 0.0], [-0.3, 0.2, -0.1], [0.1, 0.4, -0.1], [1.1, -0.7, 0.3], [-0.3, 0.8, 0.0], [0.5, 1.2, 0.6], [0.0, -2.9, -0.8], [0.1, 0.3, 0.6], [-0.6, 2.7, -0.7], [0.0, 0.1, -0.1], [0.0, 0.0, 0.0], [-0.1, 0.0, 0.0], [0.0, -0.1, 0.0], [0.0, 0.0, 0.0], [0.0, -0.1, 0.0], [-0.2, 0.0, -0.1], [0.0, 0.0, -0.1], [-0.6, -0.3, 0.3], [0.6, 0.1, -0.2], [-1.1, 0.6, 0.2], [0.4, -0.7, -0.2], [0.7, 0.0, 0.3], [0.3, 0.0, 0.2], [1.1, 0.8, 0.1], [-0.2, -0.7, 0.3], [-0.8, 0.1, 0.0], [-0.2, -0.4, -0.6], [0.3, -0.9, -1.0], [-0.5, 0.5, 0.3], [0.3, 0.7, 0.0], [0.2, -0.1, 0.9], [0.0, 0.0, 0.1], [-0.1, 0.0, 0.0], [0.0, -0.1, 0.0], [-0.2, -0.2, 0.0], [0.0, 0.2, -0.3], [0.2, 0.0, 0.1], [0.0, 0.2, 0.2], [0.1, -0.2, 0.0], [0.1, 0.1, -0.2], [0.0, -0.1, -0.2], [0.1, 0.1, 0.2], [-0.2, 0.1, 0.0], [0.0, 0.0, -0.2], [0.1, -0.2, 0.1], [0.0, 0.2, 0.1], [-0.1, 0.0, 0.1], [0.0, 0.1, -0.1], [0.1, -0.1, 0.0], [0.0, -0.1, 0.2], [0.1, 0.2, -0.1], [-0.2, -0.1, -0.1], [-0.1, -0.1, 0.2], [0.2, -0.1, -0.1], [-0.1, 0.1, 0.0], [0.2, 0.1, 0.0], [-0.2, 0.1, 0.0], [0.0, -0.3, -0.1], [-0.1, -0.2, -0.4], [-0.1, 0.6, 1.4], [0.1, -0.1, -0.4], [0.1, -0.2, -0.2], [-0.1, -0.2, 0.0], [0.0, -0.1, 0.0], [0.0, 0.0, 0.0], [0.2, 0.0, -0.1], [0.0, 0.0, 0.0], [0.0, 0.0, 0.0], [-0.1, 0.2, -0.2], [-0.1, 0.0, -0.1], [0.0, 0.0, 0.0]], "homo_ev": [-11.18, -11.20], "multiplicity": 1, "de_lowest_ev": 1.7098, "orbital_gap_ha": [0.1626, 0.1802], "total_charge": 1, "lumo_ev": [-6.76, -6.29]}